# 1
DFT (the ωB97M-V functional and the def2-TZVPD basis) results for one molecule with the formula C6H12N4S at a distorted geometry.

XYZ file:
```
23
Properties=species:S:1:pos:R:3:forces:R:3:lowdin_charge:R:1
H 1.317 -0.947 2.478 -0.0327 0.1966 -0.6748 0.031
N 1.708 -1.516 1.726 -0.8451 -0.3445 -1.6039 0.115
C 1.010 -1.599 0.628 1.6886 -0.6845 2.9651 -0.446
N 1.321 -2.574 -0.337 -0.1850 1.0660 -0.5111 0.071
N 0.131 -2.732 -1.149 0.3022 0.8388 2.2019 0.039
C -0.691 -1.669 -0.804 -0.1574 0.3342 -0.9787 -0.841
S -2.019 -1.226 -1.657 -0.2994 -0.1755 -0.1285 0.644
N -0.150 -0.963 0.255 -1.0227 -0.6282 -0.3414 -0.011
C -0.932 -0.005 1.091 -0.4836 0.2461 0.0341 -0.151
C -0.463 1.449 1.043 0.8851 0.4073 -0.2750 -0.192
C -0.636 2.181 -0.319 0.6624 -0.6745 0.0900 -0.244
C 0.540 1.943 -1.285 -0.0109 -0.1282 -0.4112 -0.113
H 1.863 -3.361 0.034 -0.9311 0.1275 -0.3957 0.148
H 0.190 -2.966 -2.131 0.3833 0.1939 0.1418 0.132
H -1.974 0.039 0.749 0.3624 -0.6665 -0.4013 0.089
H -1.017 -0.378 2.129 0.5435 0.0128 -0.4395 0.128
H -1.000 2.037 1.781 -0.3770 -0.2794 0.3015 0.105
H 0.581 1.495 1.384 -0.0318 0.0979 -0.2526 0.108
H -0.781 3.258 -0.170 0.2218 -0.1961 0.1597 0.103
H -1.547 1.832 -0.789 -0.3153 -0.1693 -0.1105 0.080
H 0.370 2.483 -2.227 -0.0510 -0.2352 0.1620 0.069
H 0.705 0.867 -1.544 -0.2426 0.8368 0.3204 0.068
H 1.474 2.352 -0.889 -0.0637 -0.1761 0.1476 0.069
```
Positions in Å, forces in eV/Å.

The HOMO-LUMO gap is 9.4 eV. The SMILES is [H]/N=c1/[nH][nH]c(=S)n1CCCC. The value obtained for the lowest unoccupied orbital energy is 0.74 eV. The energy above the lowest of the compared OMol25 structures with the same formula, charge and spin is 6.3 kcal per mole.



# 2
DFT (the ωB97M-V functional and the def2-TZVPD basis) results for a 2-piece molecular cluster, C4H7ClNO2 overall at a distorted geometry.

XYZ file:
```
15
Properties=species:S:1:pos:R:3:forces:R:3:lowdin_charge:R:1
C 0.344 1.701 3.388 -0.0360 -0.2245 -0.0199 -0.441
C -1.011 -0.598 0.434 2.9939 -1.4638 3.3831 -0.104
C 0.939 0.365 -1.001 -3.6884 0.3124 1.8253 -0.120
C 0.558 -0.329 0.406 -0.1570 1.4236 -0.6845 -0.697
N 1.482 -1.306 0.814 -0.0849 -0.1788 0.5743 -0.573
O 1.302 1.435 3.970 0.6264 -0.0824 0.3377 0.203
O -0.630 1.978 2.838 -0.6200 0.2900 -0.3293 0.199
Cl 1.300 -2.633 -0.289 0.0732 -1.4242 -0.7937 0.293
H -1.564 0.170 0.077 -1.7330 2.6324 -1.0076 0.003
H -1.167 -1.439 -0.142 -0.4050 -1.8835 -1.5544 -0.005
H -1.360 -0.917 1.461 0.4265 0.6055 -0.8032 0.077
H 0.134 1.181 -1.205 1.7679 -0.7440 0.2599 0.074
H 0.724 -0.401 -1.701 0.5117 -0.6355 -1.1185 -0.001
H 1.946 0.648 -0.851 0.9816 0.5606 -0.5677 0.031
H 0.882 0.411 1.129 -0.6568 0.8121 0.4984 0.062
```
Positions in Å, forces in eV/Å.

The HOMO-LUMO gap is 4.8 eV. As for the net charge: -1. The value obtained for the lowest unoccupied orbital energy is 3.07 eV. The energy above the lowest of the compared OMol25 structures with the same formula, charge and spin is 69.9 kcal per mole.



# 3
DFT (the ωB97M-V functional and the def2-TZVPD basis) results for one molecule with the formula C3H3NO2S at a distorted geometry.

XYZ file:
```
10
Properties=species:S:1:pos:R:3:forces:R:3:lowdin_charge:R:1
C 0.623 1.209 0.027 2.4639 0.4401 -0.3020 -0.051
C -1.466 0.302 0.014 -0.0506 -0.7537 -1.1849 -0.122
C -0.425 -0.749 -0.058 -1.0372 -2.4976 -0.2387 -0.153
N 0.764 -0.206 -0.063 1.0938 2.2413 0.2863 -0.361
O 3.201 0.080 -0.031 2.7989 1.7304 -0.0705 -0.563
O -0.629 1.460 -0.025 -0.4686 0.6261 0.3242 -0.041
S 2.291 -1.012 0.005 -2.3909 -0.8385 0.0161 0.911
H -2.134 0.409 -0.878 0.1320 -0.4390 0.9676 0.145
H -1.955 0.316 0.973 -0.7964 0.0085 0.2016 0.124
H -0.269 -1.809 0.035 -1.7450 -0.5175 0.0003 0.110
```
Positions in Å, forces in eV/Å.

The HOMO-LUMO gap (spin up / spin down) is 8.4 / 6.1 eV. The value obtained for the lowest unoccupied orbital energy (spin up / spin down) is 0.00 / -1.13 eV. The energy above the lowest of the compared OMol25 structures with the same formula, charge and spin is 145.4 kcal per mole.



# 4
DFT (the ωB97M-V functional and the def2-TZVPD basis) results for one molecule with the formula C4H7Br at a distorted geometry.

XYZ file:
```
12
Properties=species:S:1:pos:R:3:forces:R:3:lowdin_charge:R:1
C 1.146 0.838 -0.100 0.5008 0.3448 2.1108 -0.053
C -0.140 0.118 -0.009 0.7980 1.7414 -1.6027 -0.515
C -0.030 -1.276 -0.052 -1.3065 -4.1990 0.6251 -0.118
C -1.257 0.797 0.037 -0.3265 -1.0395 0.2383 -0.561
Br -2.939 -0.030 0.031 -0.3086 0.1748 0.0982 0.708
H 1.746 0.634 0.820 -0.3827 0.3590 -0.3485 0.106
H 1.775 0.461 -0.860 0.4055 -0.3181 -1.2274 0.070
H 0.978 1.894 -0.206 0.2574 0.5333 -0.0364 0.075
H -0.101 -1.571 0.980 -0.0166 -0.5312 0.8747 0.102
H 0.823 -1.810 -0.387 1.4311 0.4427 -0.6001 0.078
H -0.833 -1.863 -0.502 -0.3963 0.5671 -0.1395 0.070
H -1.168 1.807 0.249 -0.6557 1.9247 0.0076 0.039
```
Positions in Å, forces in eV/Å.

The HOMO-LUMO gap is 9.9 eV. The SMILES is CC(C)=CBr. The value obtained for the lowest unoccupied orbital energy is 1.01 eV. The energy above the lowest of the compared OMol25 structures with the same formula, charge and spin is 16.3 kcal per mole.